Entry 1:
The following is a quantum chemistry calculation of C44H44CdN4O2 as an isolated structure, from the OMol25 dataset.

Values from the calculation:
Spin multiplicity   1
ΔE to the lowest compared entry with this formula, charge and spin   0.00 kcal per mole
Frontier orbital gap   7.96 eV

Last column: Mulliken charge in e.
CARTESIAN COORDINATES (ANGSTROEM)
Cd  0.39  -0.11  -0.61  3.840
O  -0.16  -2.09  -1.01  -1.120
C  -1.17  -2.81  -0.41  2.199
C  -1.99  -1.93  0.59  -2.103
C  -2.61  -0.71  -0.03  0.347
C  -3.89  -0.73  -0.56  -0.466
C  -4.38  0.43  -1.15  -1.116
C  -3.59  1.56  -1.20  -0.434
C  -2.31  1.52  -0.65  0.095
C  -1.39  2.71  -0.70  -1.651
C  -0.29  2.65  -1.82  2.940
O  0.72  1.77  -1.49  -1.113
C  0.36  4.03  -1.98  -0.508
C  0.99  4.35  -3.18  -0.323
C  1.68  5.55  -3.33  -0.837
C  1.75  6.45  -2.28  -0.480
C  1.13  6.15  -1.08  -0.861
C  0.45  4.94  -0.93  -0.344
C  -1.02  2.27  -3.12  -1.344
C  -1.98  3.11  -3.66  -0.156
C  -2.72  2.74  -4.78  -1.028
C  -2.50  1.50  -5.37  -0.738
C  -1.52  0.67  -4.85  -0.427
C  -0.78  1.05  -3.74  0.418
N  -1.85  0.40  -0.07  -0.426
C  -2.16  -3.31  -1.48  -0.787
C  -3.05  -4.35  -1.24  -0.237
C  -3.99  -4.72  -2.19  -1.032
C  -4.05  -4.04  -3.40  -0.578
C  -3.17  -3.00  -3.65  -0.950
C  -2.22  -2.64  -2.70  0.466
C  -0.55  -4.01  0.32  -0.188
C  -0.75  -4.32  1.66  -0.036
C  -0.11  -5.41  2.25  -1.009
C  0.72  -6.22  1.50  -0.443
C  0.92  -5.93  0.15  -0.872
C  0.29  -4.84  -0.42  -0.357
H  -1.31  -1.62  1.38  0.578
H  -2.78  -2.54  1.03  0.615
H  -4.48  -1.63  -0.52  0.466
H  -5.37  0.44  -1.58  0.432
H  -3.94  2.47  -1.67  0.468
H  -0.87  2.78  0.26  0.666
H  -2.00  3.60  -0.83  0.511
H  0.94  3.65  -4.01  0.425
H  2.16  5.77  -4.28  0.395
H  2.28  7.39  -2.40  0.396
H  1.18  6.84  -0.26  0.399
H  -0.02  4.73  0.02  0.335
H  -2.16  4.09  -3.21  0.482
H  -3.46  3.41  -5.18  0.417
H  -3.07  1.20  -6.24  0.419
H  -1.33  -0.29  -5.32  0.365
H  0.00  0.40  -3.37  0.703
H  -3.00  -4.89  -0.30  0.437
H  -4.67  -5.53  -1.99  0.425
H  -4.79  -4.33  -4.15  0.416
H  -3.21  -2.47  -4.59  0.428
H  -1.53  -1.83  -2.89  0.154
H  -1.40  -3.71  2.27  0.399
H  -0.28  -5.63  3.30  0.436
H  1.21  -7.07  1.95  0.400
H  1.57  -6.55  -0.45  0.412
H  0.45  -4.61  -1.47  0.434
N  1.52  -0.08  1.57  -0.970
C  2.24  -0.11  2.47  0.342
C  3.14  -0.16  3.59  0.497
C  2.68  -0.64  4.82  -0.503
C  3.55  -0.69  5.89  -0.544
C  4.86  -0.26  5.74  -0.349
C  5.31  0.22  4.52  -0.548
C  4.45  0.27  3.44  -0.420
H  1.65  -0.98  4.91  0.454
H  3.20  -1.07  6.85  0.388
H  5.54  -0.30  6.59  0.383
H  6.33  0.55  4.41  0.388
H  4.79  0.64  2.48  0.453
C  3.83  -2.75  -3.42  -1.834
C  2.71  -1.84  -3.93  1.649
C  3.29  -0.64  -4.67  -1.756
C  1.78  -2.63  -4.85  -1.490
N  1.85  -1.36  -2.85  1.148
N  2.47  -0.62  -1.81  -0.812
H  4.43  -3.12  -4.26  0.454
H  3.42  -3.62  -2.90  0.308
H  4.51  -2.23  -2.75  0.419
H  3.79  -0.97  -5.59  0.471
H  4.02  -0.11  -4.07  0.385
H  2.49  0.05  -4.94  0.272
H  2.34  -3.04  -5.70  0.458
H  1.00  -1.97  -5.24  0.215
H  1.31  -3.45  -4.32  0.335
H  1.33  -2.11  -2.39  -0.465
H  2.65  0.33  -2.11  0.133
H  3.33  -1.06  -1.46  0.181

***

Entry 2:
The following is a quantum chemistry calculation of C44H44I2N6OP2PdSiTe as an isolated structure, from the OMol25 dataset.

Values from the calculation:
Spin multiplicity   1
Total charge   -2
ΔE to the lowest compared entry with this formula, charge and spin   40.60 kcal per mole
Frontier orbital gap (spin up / spin down)   5.82 / 5.83 eV

Last column: Mulliken charge in e.
CARTESIAN COORDINATES (ANGSTROEM)
Pd  -1.19  0.03  -0.23  -0.730
Te  1.62  -1.85  2.46  0.501
C  3.22  -1.20  3.70  0.276
C  4.09  -2.16  4.22  -0.519
C  5.15  -1.74  4.99  -0.473
N  5.41  -0.47  5.27  -0.706
C  4.57  0.43  4.78  -0.746
C  3.47  0.13  4.01  0.139
C  0.86  0.04  1.90  -0.495
P  -0.74  0.64  2.41  0.772
C  -2.00  -0.68  2.71  0.986
C  -3.19  -0.21  3.26  -0.489
C  -4.25  -1.06  3.48  -0.643
C  -4.14  -2.40  3.17  -0.528
C  -2.97  -2.89  2.63  -0.670
C  -1.91  -2.03  2.39  -0.025
C  -0.25  0.82  4.19  0.619
C  0.31  2.03  4.58  -0.256
C  0.88  2.19  5.83  -0.584
C  0.91  1.13  6.71  -0.512
C  0.35  -0.08  6.35  -0.613
C  -0.23  -0.24  5.10  -0.628
P  1.25  0.74  0.31  1.667
C  3.02  1.13  0.70  0.736
C  4.07  0.22  0.74  -0.613
C  5.29  0.60  1.27  -0.655
C  5.48  1.88  1.75  -0.634
C  4.44  2.79  1.73  -0.633
C  3.21  2.40  1.22  -0.409
C  1.44  -0.64  -0.87  -0.288
C  0.29  -1.43  -0.92  2.258
C  0.16  -2.44  -1.87  -0.765
C  1.18  -2.63  -2.80  -0.583
C  2.30  -1.82  -2.78  -0.987
C  2.43  -0.82  -1.83  -0.174
H  3.93  -3.20  4.02  0.356
H  5.85  -2.46  5.41  0.369
H  4.82  1.46  5.02  0.439
H  2.82  0.90  3.64  0.502
H  -3.26  0.85  3.50  0.263
H  -5.18  -0.67  3.89  0.358
H  -4.98  -3.07  3.34  0.328
H  -2.88  -3.93  2.36  0.395
H  -1.01  -2.44  1.93  -0.277
H  0.30  2.85  3.87  0.160
H  1.31  3.14  6.11  0.401
H  1.38  1.24  7.69  0.352
H  0.37  -0.92  7.04  0.380
H  -0.68  -1.19  4.83  0.258
H  3.94  -0.79  0.36  0.321
H  6.10  -0.12  1.32  0.393
H  6.45  2.18  2.13  0.357
H  4.57  3.79  2.12  0.395
H  2.37  3.08  1.24  0.294
H  -0.42  -1.37  -0.04  -1.614
H  -0.72  -3.07  -1.89  0.670
H  1.08  -3.41  -3.54  0.374
H  3.08  -1.96  -3.51  0.399
H  3.29  -0.16  -1.84  0.389
I  -3.15  -1.51  -0.80  -0.272
I  -5.45  -3.61  -1.64  -0.752
C  -4.24  3.56  0.96  -1.289
Si  -2.66  3.13  -0.05  0.671
C  -1.16  4.00  0.76  -0.816
C  -2.92  4.04  -1.73  -1.260
O  -2.56  1.58  -0.19  -0.807
H  -4.57  4.58  0.77  0.362
H  -4.09  3.45  2.03  0.290
H  -5.04  2.89  0.68  0.312
H  -1.35  5.04  1.01  0.598
H  -0.29  3.97  0.11  0.202
H  -0.89  3.48  1.68  -0.113
H  -2.96  5.12  -1.60  0.462
H  -3.86  3.74  -2.19  0.267
H  -2.12  3.83  -2.44  0.225
C  -2.99  0.84  -3.35  -1.370
C  -1.52  0.85  -3.55  0.702
N  -0.61  1.09  -2.64  0.632
C  0.58  1.21  -3.30  -0.749
C  0.39  1.00  -4.63  -0.836
N  -0.95  0.77  -4.79  0.385
C  -1.57  0.42  -6.03  -1.257
N  -1.04  -0.81  -6.56  0.822
N  -0.33  -0.84  -7.70  -0.823
N  0.07  -2.02  -7.94  -0.595
C  -0.36  -2.85  -6.95  0.369
C  -0.21  -4.22  -6.73  -0.697
C  -0.80  -4.74  -5.60  -0.576
C  -1.52  -3.95  -4.70  -0.669
C  -1.68  -2.59  -4.88  -0.447
C  -1.09  -2.06  -6.02  1.267
H  -3.18  1.10  -2.30  -0.270
H  -3.43  -0.13  -3.56  0.327
H  -3.45  1.60  -3.98  0.479
H  1.48  1.45  -2.77  0.669
H  1.06  1.01  -5.46  0.471
H  -1.39  1.18  -6.79  0.293
H  -2.65  0.31  -5.86  0.541
H  0.35  -4.83  -7.42  0.423
H  -0.71  -5.80  -5.40  0.364
H  -1.97  -4.41  -3.83  0.456
H  -2.22  -1.99  -4.18  0.157